Formula: C36H102N8O12
Source: the OMol25 dataset
Level of theory: ωB97M-V/def2-TZVPD

As for the SMILES: COC[C@H](C)N.COC[C@H](C)N.COC[C@H](C)N.COC[C@H](C)N.COC[C@H](C)N.COC[C@H](C)N.COC[C@H](C)N.COC[C@H](C)N.OCCO.CO.CO. The HOMO energy is -8.9 eV. The value obtained for the energy above the lowest of the compared OMol25 structures with the same formula, charge and spin is 232.2 kJ/mol. Its LUMO energy is 0.343 eV.

Structure (XYZ):
```
158
Properties=species:S:1:pos:R:3:forces:R:3:lowdin_charge:R:1
C -3.259 0.697 -0.336 -0.23 1.24 -0.28 -0.07
O -3.221 1.574 -1.494 0.59 -0.36 0.78 -0.21
C -4.475 1.776 -2.119 1.01 0.15 0.01 -0.22
C -4.516 3.045 -2.981 0.90 -0.33 1.57 -0.46
C -4.512 4.339 -2.164 0.88 0.15 -0.48 -0.05
N -5.757 2.988 -3.660 -1.44 0.03 -1.17 0.03
H -3.408 -0.344 -0.621 -0.43 -0.07 0.03 0.08
H -4.007 1.128 0.330 -0.40 -0.64 0.11 0.09
H -2.344 0.747 0.253 0.28 0.28 -0.56 0.07
H -4.642 0.941 -2.799 -0.37 -0.35 -0.07 0.11
H -5.294 1.842 -1.403 -0.09 -0.15 0.32 0.13
H -3.661 3.009 -3.655 -0.08 0.18 -0.24 0.13
H -4.544 5.182 -2.853 -0.60 0.00 -0.08 0.08
H -3.575 4.541 -1.644 -0.02 -0.56 0.39 0.08
H -5.354 4.352 -1.471 0.02 0.14 0.02 0.08
H -6.473 2.887 -2.955 -0.41 0.44 0.21 0.07
H -5.871 2.121 -4.167 0.29 -0.15 -0.49 0.07
C 1.151 1.763 -3.443 0.84 -2.18 -0.14 -0.08
O 1.783 1.802 -4.711 0.08 1.88 -0.39 -0.19
C 1.982 0.532 -5.256 0.33 0.53 -0.99 -0.21
C 2.753 0.585 -6.639 -3.01 0.04 -0.27 -0.38
C 2.125 1.531 -7.709 1.29 0.87 1.33 -0.06
N 2.618 -0.725 -7.240 1.35 -1.04 0.49 0.01
H 1.893 1.199 -2.877 -0.28 0.11 1.02 0.07
H 0.299 1.091 -3.548 -0.51 0.09 0.31 0.06
H 0.868 2.670 -2.910 0.33 0.37 -0.85 0.10
H 2.575 -0.130 -4.625 0.24 0.00 0.54 0.12
H 1.002 0.060 -5.336 -0.26 -0.31 -0.51 0.11
H 3.801 0.797 -6.430 -0.06 0.14 -0.22 0.14
H 2.956 1.833 -8.347 -0.20 0.06 -0.28 0.07
H 1.782 2.421 -7.181 -0.18 0.18 -0.27 0.06
H 1.331 1.123 -8.335 0.06 -0.32 0.38 0.07
H 2.938 -1.353 -6.517 0.18 -0.81 -0.19 0.06
H 1.663 -0.998 -7.423 -0.26 0.40 0.01 0.07
C -2.960 -0.863 3.029 -0.55 -0.63 -0.11 -0.13
O -3.589 0.395 3.133 0.64 0.52 2.39 -0.19
C -3.640 0.893 4.545 -0.57 -1.03 -1.01 -0.12
C -4.446 0.017 5.597 -0.73 1.63 -1.56 -0.42
C -5.804 -0.420 5.036 0.34 -0.92 0.33 -0.06
N -4.723 0.977 6.650 -0.03 0.22 1.01 0.01
H -3.676 -1.654 3.251 -0.25 -0.24 0.07 0.06
H -2.124 -1.070 3.696 0.25 0.57 0.02 0.07
H -2.658 -1.037 1.996 0.21 0.24 -0.04 0.07
H -2.668 1.095 4.995 0.59 -0.34 -0.48 0.10
H -4.075 1.885 4.425 -0.49 -0.27 0.21 0.12
H -3.908 -0.857 5.965 0.36 -0.12 -0.31 0.13
H -5.640 -1.198 4.290 -0.17 0.31 -0.45 0.06
H -6.454 0.388 4.698 0.43 0.08 -0.25 0.09
H -6.369 -0.947 5.805 -0.01 0.05 0.34 0.07
H -3.890 1.370 7.065 0.46 0.18 -0.29 0.07
H -5.140 0.515 7.445 -0.44 -0.20 0.03 0.07
C 0.196 1.444 3.855 0.54 1.31 1.37 -0.07
O -0.194 2.699 4.484 -0.02 -0.64 -0.49 -0.22
C 0.465 3.858 3.935 -0.74 -0.65 0.73 -0.18
C -0.016 5.073 4.741 -1.29 -0.36 -1.24 -0.47
C 0.234 6.383 4.037 1.53 0.96 -0.13 -0.08
N 0.550 4.987 6.060 0.38 0.25 0.60 0.04
H 1.265 1.320 4.030 0.39 0.08 -0.49 0.06
H -0.024 1.423 2.787 -0.18 -0.16 0.06 0.09
H -0.217 0.639 4.462 -0.66 0.11 -0.42 0.07
H 1.532 3.729 4.114 0.34 0.18 -0.32 0.12
H 0.225 3.901 2.872 0.14 0.33 -0.13 0.13
H -1.105 5.049 4.776 -0.39 -0.66 0.08 0.13
H 1.278 6.432 3.729 0.22 0.04 -0.15 0.08
H 0.124 7.256 4.680 -0.18 -0.17 0.41 0.07
H -0.359 6.632 3.157 -0.26 -0.67 0.00 0.08
H -0.003 5.542 6.698 0.08 0.31 0.12 0.07
H 0.433 4.042 6.398 0.06 -0.29 -0.06 0.07
C 4.488 2.567 -0.954 0.16 0.08 0.27 -0.10
O 5.566 2.475 -1.844 0.29 -0.12 -0.56 -0.18
C 6.809 2.338 -1.195 0.39 -0.34 -0.68 -0.23
C 7.919 2.272 -2.243 0.33 -0.03 -0.23 -0.43
C 9.305 1.975 -1.612 -0.53 0.68 -0.40 -0.06
N 8.004 3.457 -3.092 0.03 0.14 0.24 0.04
H 4.626 3.421 -0.292 -0.01 0.21 0.25 0.09
H 4.450 1.667 -0.340 -0.39 -0.12 0.08 0.08
H 3.563 2.734 -1.507 0.12 -0.29 -0.06 0.09
H 6.928 3.167 -0.496 0.31 0.15 0.25 0.12
H 6.927 1.382 -0.685 -0.58 -0.18 0.61 0.12
H 7.655 1.441 -2.898 0.00 -0.11 -0.08 0.14
H 9.457 2.644 -0.765 -0.02 -0.26 0.41 0.07
H 10.090 2.272 -2.307 -0.13 -0.25 -0.24 0.07
H 9.435 0.924 -1.353 -0.06 0.15 0.24 0.07
H 8.017 4.247 -2.463 0.29 0.46 0.07 0.07
H 7.134 3.584 -3.590 -0.23 -0.20 -0.17 0.07
C 0.517 -2.089 3.367 1.46 0.32 -0.63 -0.13
O -0.539 -2.972 3.298 -1.53 0.69 -0.72 -0.18
C -0.376 -4.166 3.982 0.19 -0.29 0.62 -0.21
C -1.632 -5.025 3.862 -0.70 0.78 1.04 -0.43
C -2.837 -4.559 4.751 0.21 0.51 -1.83 -0.03
N -1.353 -6.391 4.227 0.57 -0.81 -0.19 0.03
H 0.701 -1.595 4.321 -0.36 -0.17 0.47 0.09
H 0.445 -1.308 2.611 -0.61 0.06 -0.04 0.09
H 1.445 -2.584 3.080 0.37 -0.32 0.13 0.07
H 0.479 -4.690 3.556 0.25 -0.38 -0.06 0.11
H -0.130 -3.928 5.017 -0.03 -0.31 0.43 0.14
H -1.896 -5.025 2.805 -0.44 0.69 -0.17 0.12
H -3.041 -3.514 4.518 0.13 0.23 0.28 0.05
H -2.783 -4.702 5.830 0.45 -0.21 -0.21 0.08
H -3.712 -5.060 4.338 -0.17 -0.30 0.35 0.07
H -0.722 -6.731 3.515 0.69 -0.31 0.05 0.06
H -2.178 -6.922 3.988 -0.44 -0.19 0.42 0.07
C -1.476 1.763 -6.961 0.26 0.96 -0.01 -0.11
O -1.896 0.551 -6.431 -0.34 -1.13 0.29 -0.17
C -2.354 0.546 -5.095 0.06 0.48 0.58 -0.21
C -2.286 -0.864 -4.536 -0.76 -1.28 -0.15 -0.37
C -3.448 -1.755 -5.056 1.99 -0.26 -0.92 -0.04
N -2.204 -0.969 -3.065 -0.48 1.00 -0.22 0.08
H -2.143 2.602 -6.766 -0.41 0.01 0.29 0.09
H -1.429 1.699 -8.048 0.17 -0.35 0.06 0.09
H -0.502 2.039 -6.556 0.23 0.06 -0.06 0.07
H -1.792 1.190 -4.419 0.65 0.29 -0.17 0.11
H -3.358 0.970 -5.049 -0.50 -0.14 -0.09 0.12
H -1.344 -1.280 -4.892 -0.05 -0.06 -0.44 0.13
H -4.430 -1.644 -4.595 0.18 0.26 -0.06 0.08
H -3.072 -2.776 -4.980 -0.46 -0.30 0.56 0.08
H -3.416 -1.642 -6.139 -0.78 0.34 -0.15 0.08
H -2.643 -0.130 -2.713 0.19 0.49 0.55 0.05
H -2.830 -1.690 -2.735 -0.22 -0.46 -0.15 0.05
C 4.293 -3.399 1.999 -0.40 0.24 0.82 -0.13
O 3.235 -3.290 1.082 0.54 -1.19 -0.38 -0.21
C 2.496 -4.521 0.985 -1.02 1.37 0.31 -0.17
C 1.220 -4.120 0.257 0.39 -1.09 1.20 -0.50
C 0.168 -5.192 0.268 0.27 -0.49 0.32 -0.03
N 1.583 -3.851 -1.070 0.28 0.77 -1.74 0.06
H 4.886 -2.490 1.910 0.04 -0.16 0.24 0.09
H 4.934 -4.281 2.004 0.12 -0.23 -1.10 0.09
H 3.819 -3.520 2.973 0.14 0.58 0.65 0.08
H 3.050 -5.278 0.430 0.06 -0.09 0.01 0.14
H 2.213 -4.864 1.980 0.34 -0.21 0.34 0.11
H 0.781 -3.232 0.712 0.13 0.20 0.65 0.12
H 0.567 -6.101 -0.182 -0.13 0.03 -0.39 0.09
H -0.679 -4.801 -0.296 -0.14 -0.45 0.17 0.06
H -0.076 -5.475 1.292 -0.50 0.22 0.12 0.06
H 0.921 -3.133 -1.327 -0.17 0.10 -1.01 0.04
H 2.447 -3.328 -1.040 0.39 0.04 -0.22 0.07
O 1.855 0.860 0.616 -0.91 0.04 0.70 -0.07
C 1.623 -0.231 -0.233 -0.08 -0.38 -1.95 -0.23
C 0.122 -0.413 -0.665 0.54 -0.37 0.18 -0.18
O -0.083 -1.584 -1.494 1.71 0.62 1.72 -0.12
H 2.452 0.582 1.315 0.14 0.30 0.28 0.03
H 2.212 0.028 -1.112 -0.18 -0.43 -0.62 0.09
H 2.061 -1.171 0.104 -0.28 -0.12 0.49 0.10
H -0.211 0.494 -1.170 0.00 0.06 -0.21 0.10
H -0.476 -0.496 0.242 -0.10 -0.11 0.25 0.09
H -0.826 -1.473 -2.091 -0.80 0.80 -0.71 0.00
C 3.737 -0.218 3.618 0.36 -1.36 -0.05 -0.15
O 3.696 0.889 2.742 0.10 0.01 0.56 -0.11
H 4.707 -0.468 4.048 0.52 0.49 -0.28 0.09
H 3.090 -0.235 4.495 -0.60 0.61 -0.21 0.08
H 3.507 -1.084 2.997 -0.31 0.04 0.12 0.05
H 4.094 1.653 3.166 -0.04 0.14 -0.02 0.10
C -3.165 -3.577 -0.543 0.76 0.71 0.89 -0.16
O -4.068 -3.182 -1.548 0.13 -0.22 -0.62 -0.12
H -2.136 -3.297 -0.768 -0.10 0.16 -0.78 0.06
H -3.354 -2.963 0.338 -0.20 -0.42 0.55 0.07
H -3.107 -4.642 -0.316 -0.54 -0.09 -0.02 0.08
H -4.952 -3.442 -1.282 -0.03 0.01 -0.01 0.08
```
Positions in Å, forces in eV/Å.

Formula: C6H10O
Source: the OMol25 dataset
Level of theory: ωB97M-V/def2-TZVPD

As for the SMILES: C=C1C(C)=C1C.O. The HOMO energy is -8.2 eV. The value obtained for the energy above the lowest of the compared OMol25 structures with the same formula, charge and spin is 365.7 kJ/mol. Its LUMO energy is 0.646 eV.

Structure (XYZ):
```
17
Properties=species:S:1:pos:R:3:forces:R:3:lowdin_charge:R:1
C 0.999 -0.113 1.908 4.18 1.07 3.97 -0.06
C 0.096 -0.108 1.019 -4.49 1.13 -5.21 -0.27
C -0.666 0.739 0.011 -0.39 -4.40 2.54 -0.09
C -1.149 2.103 -0.289 1.24 -3.32 -3.75 -0.02
C -0.906 -0.614 0.046 2.32 3.77 -0.56 -0.10
C -1.400 -1.796 -0.688 -2.10 2.55 1.49 -0.02
H 1.451 -1.044 2.318 -0.51 0.85 -0.17 0.06
H 1.423 0.912 2.306 -0.77 -2.26 -0.82 0.10
H -0.317 2.531 -0.827 -0.15 0.78 -0.55 0.09
H -1.194 2.520 0.607 -0.91 2.44 3.71 0.04
H -2.055 1.951 -0.874 -0.04 0.87 0.08 0.09
H -1.779 -1.619 -1.668 -0.11 0.28 -0.63 0.08
H -2.175 -2.139 -0.040 -0.96 -0.86 0.16 0.08
H -0.650 -2.453 -0.632 2.73 -2.91 -0.33 0.04
O 3.191 -0.119 -0.943 -2.27 1.26 0.49 -0.09
H 2.293 0.230 -0.613 2.02 -0.60 -0.69 0.05
H 3.206 -0.965 -0.511 0.24 -0.66 0.28 0.01
```
Positions in Å, forces in eV/Å.

Formula: C5H10O
Source: the OMol25 dataset
Level of theory: ωB97M-V/def2-TZVPD

The HOMO energy (alpha / beta) is -6.6 / -7.4 eV. The value obtained for the energy above the lowest of the compared OMol25 structures with the same formula, charge and spin is 535.3 kJ/mol. Its LUMO energy (alpha / beta) is 0.550 / 0.734 eV.

Structure (XYZ):
```
16
Properties=species:S:1:pos:R:3:forces:R:3:lowdin_charge:R:1
O 2.524 -0.304 0.254 0.63 -0.29 -0.02 0.01
C 1.298 0.186 0.518 0.70 0.49 1.09 -0.21
C 0.345 0.260 -0.514 -1.35 -0.42 -0.21 -0.33
C -0.859 -0.674 -0.127 -0.27 0.10 0.07 -0.08
C -1.909 0.409 -0.278 -0.14 -0.15 -0.25 -0.20
C -0.739 1.383 -0.306 0.39 0.66 -0.32 -0.15
H 3.055 -0.343 1.058 -0.11 0.01 -0.12 0.11
H 1.142 -2.643 0.054 -0.07 -0.10 -0.11 0.07
H 1.061 0.430 1.550 -0.02 0.00 -0.17 0.13
H 0.761 0.152 -1.520 -0.13 0.06 0.15 0.15
H -0.793 -1.278 0.779 0.02 -0.02 -0.24 0.06
H 0.498 -2.492 -0.294 0.25 -0.18 0.05 0.04
H -2.429 0.326 -1.243 0.05 0.08 0.17 0.10
H -2.655 0.579 0.505 0.16 -0.16 -0.05 0.10
H -0.600 1.872 0.662 0.04 -0.06 -0.16 0.11
H -0.701 2.137 -1.097 -0.16 -0.03 0.12 0.11
```
Positions in Å, forces in eV/Å.

Formula: C4H13NO2
Source: the OMol25 dataset
Level of theory: ωB97M-V/def2-TZVPD

As for the SMILES: C=CNCC.O.O. The HOMO energy is -7.6 eV. The value obtained for the energy above the lowest of the compared OMol25 structures with the same formula, charge and spin is 147.9 kJ/mol. Its LUMO energy is 0.789 eV.

Structure (XYZ):
```
20
Properties=species:S:1:pos:R:3:forces:R:3:lowdin_charge:R:1
C 0.237 -2.360 -0.751 0.01 -0.64 0.85 -0.04
C -0.714 -1.448 -0.940 -0.45 -0.16 -1.13 -0.26
N -1.685 -1.056 -0.051 1.20 0.22 0.59 -0.07
C -2.921 -0.406 -0.398 0.52 0.31 0.06 -0.27
C -3.251 0.771 0.537 0.44 -1.18 -0.61 -0.08
H 0.701 -2.926 -1.547 0.42 0.77 -0.16 0.03
H 0.387 -2.766 0.247 -0.15 -0.18 -0.09 0.04
H -0.773 -0.980 -1.922 -0.44 -0.24 -0.05 0.11
H -1.413 -1.195 0.908 -0.55 -0.05 0.18 0.13
H -2.782 -0.033 -1.411 -0.13 0.05 -0.15 0.11
H -3.720 -1.147 -0.430 -0.31 0.07 0.02 0.11
H -3.993 1.376 0.027 -0.12 0.35 0.41 0.07
H -3.596 0.376 1.487 -0.34 0.18 0.17 0.07
H -2.314 1.288 0.723 -0.10 0.47 -0.09 0.07
O 3.433 1.610 -0.723 0.25 -0.06 -0.09 -0.06
H 3.354 2.320 -1.367 -0.09 0.05 0.03 0.03
H 4.294 1.219 -0.923 -0.16 0.04 0.12 0.04
O 5.238 2.040 2.249 -0.49 -0.34 -0.06 -0.07
H 5.218 1.078 2.179 0.32 0.02 0.06 0.03
H 4.303 2.239 2.107 0.17 0.31 -0.07 0.03
```
Positions in Å, forces in eV/Å.